# 1
{"formula": "C2H3O2S2", "method": "ωB97M-V/def2-TZVPD", "species": ["C", "C", "O", "O", "S", "S", "H", "H", "H"], "xyz": [[0.961, 0.043, -0.400], [-0.621, -1.114, 0.953], [-0.384, 1.332, -2.139], [-0.486, 2.209, 0.174], [2.326, -0.676, -0.749], [0.373, 1.758, -0.936], [-1.277, -1.431, 0.169], [0.029, -1.845, 1.387], [-0.922, -0.275, 1.542]], "atomic_forces_ev_per_a": [[-1.89, -1.36, 1.72], [2.10, 1.66, -1.93], [-0.08, -0.01, 0.05], [-0.05, -0.14, 0.23], [0.20, -0.08, -0.02], [0.10, 0.07, -0.32], [-0.34, -0.16, -0.18], [0.22, -0.23, 0.15], [-0.27, 0.25, 0.32]], "homo_lumo_gap_ev": [6.5630, 6.5617], "energy_ev": -27885.83563, "total_charge": -1, "e_homo_ha": [-0.1183, -0.1183], "fmax_ha_per_bohr": 0.0642}

---

# 2
{"formula": "C2H3O2Tl", "method": "ωB97M-V/def2-TZVPD", "species": ["H", "C", "O", "Tl", "O", "C", "H", "H"], "xyz": [[-0.336, -1.669, 0.165], [0.536, -0.998, -0.099], [1.725, -1.234, 0.092], [2.314, 0.988, -0.163], [0.123, 0.240, -0.136], [-1.372, 0.446, 0.012], [-1.427, 1.059, 0.931], [-1.563, 1.169, -0.803]], "atomic_forces_ev_per_a": [[0.75, 0.07, -1.10], [-2.04, -0.39, 2.94], [0.27, -1.00, -0.88], [1.53, 1.63, -0.07], [0.32, -0.38, -0.86], [-0.94, 0.51, -0.06], [0.14, -0.22, -0.10], [-0.03, -0.23, 0.12]], "homo_lumo_gap_ev": 5.9560, "energy_ev": -10907.35933, "e_homo_ha": -0.2471, "fmax_ha_per_bohr": 0.0700}

---

# 3
{"formula": "C2H3O2Zn", "method": "ωB97M-V/def2-TZVPD", "species": ["C", "C", "O", "O", "H", "H", "Zn", "H"], "xyz": [[0.697, 0.211, 0.405], [-0.643, 0.193, 0.761], [-1.559, -0.328, -0.058], [0.906, -0.297, -0.860], [0.438, 1.424, 0.624], [1.790, -0.123, -1.196], [-0.816, -1.210, -1.524], [-0.814, 0.129, 1.848]], "atomic_forces_ev_per_a": [[-0.44, 2.79, 2.13], [-0.65, -3.48, -1.02], [-0.03, 0.79, 1.73], [0.21, 0.55, -1.21], [1.55, -1.35, -0.54], [-0.02, -0.08, 0.22], [-0.17, -0.49, -0.92], [-0.44, 1.27, -0.40]], "homo_lumo_gap_ev": [8.1299, 7.4742], "energy_ev": -54631.20913, "e_homo_ha": [-0.2838, -0.3095], "fmax_ha_per_bohr": 0.0717, "multiplicity": 2}

---

# 4
{"formula": "C2H3O3PS", "method": "ωB97M-V/def2-TZVPD", "species": ["C", "C", "O", "O", "O", "P", "S", "H", "H", "H"], "xyz": [[-0.508, -0.099, 0.069], [0.544, 0.554, -0.430], [-2.063, -0.368, -2.511], [2.049, 2.505, -1.203], [-0.220, 1.319, -2.790], [-1.215, 0.312, -3.482], [0.600, 2.167, -1.294], [-0.610, -1.137, 0.493], [-1.578, 0.222, 0.198], [1.561, 0.313, -0.422]], "atomic_forces_ev_per_a": [[-1.59, -0.50, 0.74], [-1.66, 0.57, 0.19], [-0.66, -0.52, 0.35], [-2.16, -1.08, -1.02], [1.78, 1.27, 0.29], [0.30, 0.19, -0.09], [-0.18, -0.46, 0.80], [1.52, 0.97, -0.44], [1.31, 0.71, -0.99], [1.33, -1.17, 0.16]], "homo_lumo_gap_ev": 8.6964, "energy_ev": -28387.06557, "e_homo_ha": -0.3621, "fmax_ha_per_bohr": 0.0509}

---

# 5
{"formula": "C2H3O3S", "method": "ωB97M-V/def2-TZVPD", "species": ["C", "C", "O", "O", "O", "S", "H", "H", "H"], "xyz": [[1.383, 0.331, -1.021], [-0.793, -0.103, -0.490], [0.425, -0.942, 2.003], [-1.075, 1.085, 1.994], [0.399, -0.525, -0.864], [0.027, 0.349, 1.385], [2.207, -0.260, -1.529], [-1.012, 0.959, -0.723], [-1.561, -0.895, -0.756]], "atomic_forces_ev_per_a": [[-0.30, 0.28, -1.06], [-2.20, 0.79, 2.30], [-0.67, 0.59, 0.04], [-0.58, 0.25, 1.15], [3.48, -1.19, -3.47], [-0.15, -0.79, -0.28], [-0.25, -0.31, 1.00], [-0.09, -0.79, -0.39], [0.75, 1.17, 0.71]], "homo_lumo_gap_ev": 7.0842, "energy_ev": -19096.90553, "total_charge": -1, "e_homo_ha": -0.1081, "fmax_ha_per_bohr": 0.0984}

---

# 6
{"formula": "C2H3O3S", "method": "ωB97M-V/def2-TZVPD", "species": ["C", "C", "O", "O", "O", "S", "H", "H", "H"], "xyz": [[-0.177, 0.544, 0.031], [-0.248, -0.710, 0.359], [-2.387, -2.699, 1.217], [-1.912, -3.105, -1.196], [-3.361, -1.248, -0.391], [-2.291, -2.176, -0.122], [0.664, 1.133, 0.384], [-0.787, 1.296, -0.621], [0.599, -1.094, 1.042]], "atomic_forces_ev_per_a": [[-0.21, 3.39, -1.40], [-1.26, -2.81, 0.35], [0.41, -0.79, 0.33], [-0.20, 1.08, 1.03], [0.15, 0.53, -0.88], [1.89, 0.60, 0.33], [0.45, 0.02, 0.30], [0.31, -2.19, 1.01], [-1.53, 0.17, -1.06]], "homo_lumo_gap_ev": 8.4678, "energy_ev": -19098.91028, "total_charge": -1, "e_homo_ha": -0.1588, "fmax_ha_per_bohr": 0.0715}

---

# 7
{"formula": "C2H3O3S", "method": "ωB97M-V/def2-TZVPD", "species": ["C", "C", "S", "O", "O", "O", "H", "H", "H"], "xyz": [[1.418, -0.318, -0.045], [0.372, 0.139, 0.668], [-1.181, 0.149, -0.235], [-1.628, 1.497, -0.345], [-2.027, -0.718, 0.536], [-0.704, -0.324, -1.516], [2.486, -0.180, 0.156], [1.069, -0.615, -0.992], [0.194, 0.369, 1.772]], "atomic_forces_ev_per_a": [[-0.08, 1.61, 1.84], [-0.08, -0.32, 1.17], [1.88, -0.73, -0.38], [-0.75, 2.14, 0.58], [-1.00, -0.88, 0.50], [-0.92, -1.02, -1.28], [-0.43, -0.53, 0.48], [0.41, -0.34, -1.33], [0.98, 0.07, -1.59]], "homo_lumo_gap_ev": 8.9876, "energy_ev": -19100.77581, "total_charge": -1, "e_homo_ha": -0.1765, "fmax_ha_per_bohr": 0.0476}

---

# 8
{"formula": "C2H3O3S", "method": "ωB97M-V/def2-TZVPD", "species": ["C", "C", "O", "O", "O", "S", "H", "H", "H"], "xyz": [[-0.997, -0.419, 1.210], [0.106, -0.776, 0.687], [-0.381, 1.742, -1.664], [2.030, 1.353, -1.032], [0.526, -0.636, -1.117], [0.885, 0.886, -1.889], [-1.331, -0.674, 2.288], [-1.803, -0.030, 0.621], [0.964, -1.447, 0.896]], "atomic_forces_ev_per_a": [[-1.84, -0.53, 2.61], [2.13, -1.99, 0.46], [2.07, -1.52, -1.24], [-0.43, -0.12, -1.70], [0.85, 2.86, -4.00], [-2.11, -0.84, 5.04], [0.48, 0.39, -1.10], [-0.38, 0.74, -0.45], [-0.76, 1.01, 0.38]], "homo_lumo_gap_ev": [4.5654, 6.7330], "energy_ev": -19095.10266, "total_charge": -1, "e_homo_ha": [-0.0212, -0.1827], "fmax_ha_per_bohr": 0.1075, "multiplicity": 3}

---

# 9
{"formula": "C2H3O3S2", "method": "ωB97M-V/def2-TZVPD", "species": ["O", "S", "O", "O", "C", "C", "S", "H", "H", "H"], "xyz": [[1.053, 1.267, 1.013], [0.695, -0.099, 1.246], [-0.295, -0.305, 2.304], [1.862, -1.034, 1.327], [-0.211, -0.631, -0.256], [-0.536, 0.561, -1.223], [-1.909, -0.168, -0.276], [0.200, -1.585, -0.858], [-0.204, 1.598, -1.017], [-0.654, 0.397, -2.259]], "atomic_forces_ev_per_a": [[0.32, 1.33, -0.23], [0.83, -3.11, 1.05], [0.54, 0.12, -0.23], [-1.59, 1.25, -0.36], [1.59, 0.02, -2.85], [-0.12, -0.18, 1.58], [-0.37, 0.15, -0.27], [-1.17, 2.03, 1.86], [-0.24, -1.00, 0.50], [0.22, -0.60, -1.06]], "homo_lumo_gap_ev": 8.1729, "energy_ev": -29936.32559, "total_charge": -1, "e_homo_ha": -0.1788, "fmax_ha_per_bohr": 0.0659}

---

# 10
{"formula": "C2H3O3S2", "method": "ωB97M-V/def2-TZVPD", "species": ["C", "C", "O", "O", "O", "S", "S", "H", "H", "H"], "xyz": [[0.008, 2.195, 0.555], [0.239, 1.604, -0.604], [-0.649, -3.103, -0.109], [1.128, -1.092, -0.421], [-1.033, -0.702, 0.776], [-0.269, 3.193, 1.780], [0.143, -1.593, 0.615], [0.111, 0.554, -0.225], [-0.079, -3.144, -0.889], [0.401, 2.090, -1.479]], "atomic_forces_ev_per_a": [[0.29, 2.10, -1.78], [-1.44, -0.95, 6.32], [1.04, 1.51, -0.06], [-1.51, -1.31, 0.68], [0.61, -0.44, -0.41], [0.17, -1.23, -0.50], [0.18, -0.56, 0.31], [0.26, 0.35, -1.91], [-0.17, -0.32, -0.18], [0.56, 0.85, -2.48]], "homo_lumo_gap_ev": 7.6491, "energy_ev": -29934.78772, "total_charge": -1, "e_homo_ha": -0.1650, "fmax_ha_per_bohr": 0.1274}